# 1
Entry from the OMol25 dataset: one molecule with the formula C3H5N3 (the ωB97M-V functional and the def2-TZVPD basis).

The geometry in XYZ format:
```
11
Properties=species:S:1:pos:R:3:lowdin_charge:R:1
C 1.68474 -0.43626 0.15917 -0.132
N 0.34180 -0.86777 -0.14552 0.021
C -0.67392 -0.10938 -0.16248 -0.455
N -0.84095 1.24171 0.06625 0.138
C -1.90345 -0.79446 -0.56596 -0.151
N -2.83874 -1.38856 -0.89590 0.155
H 2.33419 -1.30621 0.02958 0.069
H 2.04060 0.35094 -0.51955 0.081
H 1.80523 -0.08905 1.19512 0.079
H -0.13825 1.74792 0.58313 0.095
H -1.78706 1.56988 0.20245 0.099
```

- LUMO energy: 0.6 eV
- Energy above the lowest of the compared OMol25 structures with the same formula, charge and spin: 1.0015 eV
- Maximum force: 0.0215 Eh/bohr
- HOMO: -9.92 eV
- Gap between HOMO and LUMO: 10.539 eV
- E: -7661.454 eV

=====

# 2
Entry from the OMol25 dataset: a 4-piece molecular cluster, C2H12N2O3 overall (the ωB97M-V functional and the def2-TZVPD basis).

The geometry in XYZ format:
```
19
Properties=species:S:1:pos:R:3:lowdin_charge:R:1
C -0.25581 0.11152 -2.11859 -0.161
N -1.36209 -0.83124 -2.25752 -0.046
C -2.05655 -1.29184 -1.30667 -0.328
N -2.68699 -0.55648 -0.30827 0.092
H 0.49099 -0.07837 -2.89672 0.060
H -0.58210 1.12938 -2.43619 0.067
H 0.12456 0.21444 -1.09994 0.061
H -2.38545 -2.33612 -1.28584 0.104
H -2.12151 0.22706 -0.00084 0.044
H -3.13495 -1.06449 0.43887 0.078
O 4.04603 0.51751 0.53324 -0.052
H 3.49844 0.69093 -0.24601 0.038
H 4.93121 0.40140 0.19622 0.030
O -1.48212 1.77447 1.59790 -0.051
H -2.12409 2.47985 1.60166 0.036
H -0.69512 2.32267 1.70585 0.045
O 2.09000 -1.48723 2.41748 -0.056
H 1.66147 -1.65703 3.26675 0.037
H 2.04409 -0.56641 2.19862 0.002
```

- LUMO energy: 0.2 eV
- Energy above the lowest of the compared OMol25 structures with the same formula, charge and spin: 1.7511 eV
- Maximum force: 0.0534 Eh/bohr
- HOMO: -8.05 eV
- Gap between HOMO and LUMO: 8.289 eV
- E: -11389.998 eV

=====

# 3
Entry from the OMol25 dataset: a 2-piece molecular cluster, C16H23NO4 overall (the ωB97M-V functional and the def2-TZVPD basis).

The geometry in XYZ format:
```
44
Properties=species:S:1:pos:R:3:lowdin_charge:R:1
C -0.14639 0.61596 3.06355 0.003
N -0.64682 -0.53327 2.30841 -0.133
C -1.77660 -1.25629 2.88091 -0.011
C -0.14479 -0.80289 1.12409 0.050
C -0.62928 -1.90202 0.31438 -0.182
C -1.99507 -2.03617 -0.03371 -0.028
C -2.42383 -3.15068 -0.73765 -0.059
C -1.49458 -4.13082 -1.13578 -0.051
C -0.13078 -3.98849 -0.82282 -0.061
C 0.30245 -2.88167 -0.11515 -0.004
H -0.80855 0.73387 3.92623 0.088
H 0.89003 0.44667 3.39509 0.113
H -0.16358 1.51987 2.43461 0.109
H -1.87523 -0.87171 3.90756 0.092
H -2.71473 -1.05003 2.33884 0.097
H -1.62126 -2.34344 2.89499 0.115
H 0.73001 -0.20775 0.82818 0.130
H -2.70161 -1.25826 0.28680 0.119
H -3.48807 -3.28168 -0.93949 0.111
H -1.83739 -5.01090 -1.68755 0.110
H 0.58419 -4.75459 -1.11078 0.110
H 1.34953 -2.73750 0.17402 0.127
H 1.26439 2.29044 0.04773 0.092
C 0.89884 1.62759 -0.73066 -0.021
C 1.82249 0.79112 -1.44556 -0.553
O 1.61241 0.08237 -2.41915 0.049
O 3.07455 0.87493 -0.87552 -0.057
C 4.05381 0.11534 -1.59960 -0.266
C 5.35082 0.21874 -0.84367 -0.088
C -0.41295 1.84173 -1.27326 -0.545
O -0.95293 1.27039 -2.20993 0.044
O -1.05875 2.84054 -0.57610 -0.061
C -2.32507 3.16698 -1.16250 -0.269
C -2.96955 4.21491 -0.29643 -0.089
H 3.73310 -0.92882 -1.67443 0.114
H 4.17465 0.50292 -2.61802 0.125
H 6.10095 -0.41657 -1.31223 0.071
H 5.71672 1.25055 -0.84837 0.077
H 5.20624 -0.10685 0.19020 0.072
H -2.19770 3.54772 -2.18285 0.126
H -2.95083 2.27075 -1.21630 0.114
H -3.97602 4.42028 -0.65823 0.071
H -3.02931 3.86117 0.73655 0.070
H -2.39349 5.14557 -0.32641 0.077
```

- LUMO energy: -1.2 eV
- Energy above the lowest of the compared OMol25 structures with the same formula, charge and spin: 3.8144 eV
- Maximum force: 0.0320 Eh/bohr
- HOMO: -6.49 eV
- Gap between HOMO and LUMO: 5.292 eV
- E: -26642.986 eV